(1)
ORCA calculation (ωB97M-V/def2-TZVPD) on 8 unconnected molecules or ions with the total composition C4H24N2O9 in a non-equilibrium geometry.

Structure (XYZ):
```
39
Properties=species:S:1:pos:R:3:forces:R:3
N -2.7420 -0.6884 -0.0062 -2.202 -0.704 1.978
C -1.9868 -0.7050 1.2997 0.920 0.691 -1.090
C -0.4287 -1.0918 0.9881 -2.383 -0.579 3.332
C 0.2025 -0.3219 -0.1589 0.708 -1.255 1.902
N 0.6818 0.9125 0.3766 0.571 2.127 -1.277
C 1.9654 0.9560 0.9108 -1.043 1.401 0.409
O 2.3348 1.9970 1.4509 0.110 0.048 -0.282
O 2.7339 -0.1141 1.0303 0.014 0.485 0.363
H -2.5185 0.0985 -0.5702 0.236 0.915 -0.288
H -3.7987 -0.6370 0.1775 2.162 -0.051 -0.354
H -2.5525 -1.3835 1.9919 1.020 0.298 -0.648
H -1.9258 0.2932 1.8189 -0.377 -0.684 -0.588
H -0.0406 -0.9170 2.0701 0.408 -0.175 -2.188
H -0.3876 -2.1596 0.8271 0.058 -0.370 -0.145
H -0.5515 -0.2464 -0.8824 -0.735 0.714 -1.396
H 1.0163 -0.9237 -0.6003 -0.487 0.395 0.161
H 0.1926 1.8582 0.1445 1.579 -2.323 0.860
H 2.7874 -0.8740 0.4194 -0.502 0.063 -0.399
O -1.9817 -2.8888 -1.5961 -0.485 0.557 -1.556
H -2.4207 -2.2392 -2.2274 0.873 -1.165 1.570
H -1.9989 -2.4654 -0.7241 -0.694 0.538 -0.212
O 0.6506 1.5490 -3.9688 2.029 -0.816 0.132
H 1.0531 1.9194 -3.1763 -0.044 -0.026 -0.051
H -0.2069 1.8948 -3.9986 -2.004 0.832 -0.023
O -2.1587 2.7432 -1.0479 -6.593 -5.797 -3.798
H -1.6388 3.3028 -0.6837 5.791 6.121 3.943
H -3.0679 3.0927 -0.9381 0.921 -0.366 -0.152
O 1.3770 0.4190 3.5940 1.001 -2.495 2.342
H 1.3787 1.1461 3.0469 -0.409 2.894 -2.027
H 2.3450 0.3352 3.7118 -0.726 -0.354 0.121
O 0.6613 -3.1641 -1.1391 -0.686 1.356 1.531
H 0.8805 -3.6729 -1.8673 1.144 -1.913 -2.209
H -0.2677 -2.9751 -1.3922 -0.069 0.182 0.316
O 3.3536 -1.9917 -0.5597 4.061 1.747 3.045
H 2.8495 -2.4247 -1.1358 -4.003 -2.621 -3.655
H 4.1546 -2.5383 -0.5343 -0.084 0.537 0.388
O -0.0791 3.9480 0.7738 0.917 0.194 -2.194
H -0.6823 3.8737 1.4729 -0.890 -0.105 1.851
H 0.8170 4.0830 1.1022 -0.107 -0.297 0.289
```
Positions in Å, forces in eV/Å.

Results
- Structure (SMILES): NCCCNC(=O)O.O.O.O.O.O.O.O
- Frontier orbital gap: 9.40 eV

(2)
ORCA calculation (ωB97M-V/def2-TZVPD) on 9 unconnected molecules or ions with the total composition C4H24NO10 in a non-equilibrium geometry.

Structure (XYZ):
```
39
Properties=species:S:1:pos:R:3:forces:R:3
C 0.0706 -0.1256 0.5628 1.607 -1.266 1.869
O -0.0252 -1.3862 -0.0239 0.379 0.305 -1.267
C 1.1783 0.8258 0.0482 3.774 -1.418 1.786
C 0.5633 1.7924 -0.8437 -2.761 -1.087 -1.341
C 1.5291 2.7092 -1.4402 -1.003 1.514 -1.115
O 1.1693 3.8154 -1.7907 0.649 0.180 -0.088
N 2.3747 0.0480 -0.5151 -0.586 -0.837 -0.221
H -0.9309 0.2875 0.5164 -0.041 0.852 0.414
H 0.4383 -0.3244 1.5976 -0.971 0.369 0.088
H 2.0074 1.3014 0.8112 -3.449 -0.260 -0.530
H -0.0361 1.1472 -1.6614 1.557 1.287 1.054
H -0.3487 2.2745 -0.3466 1.954 -0.166 -0.750
H 2.5598 2.3759 -1.6283 0.091 -0.135 0.236
H 2.2061 -0.3172 -1.4278 -0.445 0.246 -1.416
H 2.3798 -0.8787 -0.0677 -0.148 0.546 0.584
H 0.6272 -3.6663 -1.6123 -0.003 1.224 -1.220
H 0.8222 -2.2086 -1.6844 0.352 3.150 2.411
O 0.6664 -2.8980 -2.2523 -0.257 -4.519 -1.381
H -3.9935 -0.3093 0.0562 0.116 0.426 -1.152
H -3.1824 -0.3232 -1.2453 -1.107 0.064 0.414
O -4.0110 0.0830 -0.8559 1.228 -0.544 0.803
H -1.0793 3.0715 1.4256 1.158 0.555 1.638
H -0.4400 2.6371 2.7791 0.068 -0.551 0.411
O -0.4667 3.3758 2.1841 -1.018 0.014 -1.605
H -2.7477 2.3399 -0.2023 -0.267 0.602 -0.091
H -2.3748 3.9613 -0.0025 -0.114 -1.952 -0.121
O -2.1276 3.0055 0.1373 -0.348 1.264 -0.084
H -2.9074 -2.3891 1.2009 -1.914 -2.876 -0.796
H -1.6301 -1.7069 0.6515 0.094 -0.420 0.146
O -2.3558 -1.6817 1.3057 1.629 3.182 1.156
H 3.8616 -0.7004 1.0968 0.795 0.430 0.332
H 3.2218 -1.4099 2.1559 0.610 -0.085 0.443
O 4.0645 -0.9200 2.0278 -1.309 -0.325 -0.796
H 1.0552 -2.4179 0.5175 0.422 0.211 1.507
H 1.0322 -2.7341 2.0810 1.736 -0.050 -2.291
O 1.6840 -2.7490 1.2795 -2.061 -0.007 1.366
H -1.8219 -2.3461 -2.2847 1.077 -1.653 -3.547
H -1.0815 -1.6023 -1.0620 -0.319 -0.637 -0.410
O -1.9513 -1.9563 -1.4879 -1.176 2.366 3.564
```
Positions in Å, forces in eV/Å.

Results
- Net charge: -1
- Frontier orbital gap: 8.75 eV

(3)
ORCA calculation (ωB97M-V/def2-TZVPD) on 7 unconnected molecules or ions with the total composition C4H24NO8 in a non-equilibrium geometry.

Structure (XYZ):
```
37
Properties=species:S:1:pos:R:3:forces:R:3
C 0.1388 -0.3991 2.3638 -0.509 0.866 1.698
O -1.2402 -0.1385 2.1865 -0.519 -0.362 -0.066
C 0.9471 0.2824 1.2521 -0.704 -3.294 -0.168
C 2.3684 -0.2740 1.2449 1.006 1.751 1.483
C 3.0865 -0.3046 -0.0828 -0.553 -2.210 0.102
O 2.4936 -1.4564 -0.8026 0.643 0.409 0.045
N 0.2011 -0.1922 -0.0119 -0.061 0.880 0.279
H 0.1073 -1.4800 2.5053 0.894 -0.237 -1.076
H 0.5531 -0.0740 3.3361 -0.368 0.263 -0.359
H -1.5329 0.7444 2.4350 0.596 0.222 0.216
H 0.8503 1.3572 1.3429 0.123 -0.007 -0.208
H 2.5551 -1.1672 1.8645 -0.879 -0.587 -1.073
H 2.9382 0.3393 1.9687 -0.061 0.673 -0.693
H 4.1206 -0.5957 0.1425 -0.034 0.682 -0.461
H 2.9251 0.5044 -0.7906 0.456 0.706 0.632
H 3.0845 -1.5548 -1.5586 -0.312 -0.374 -0.163
H -0.7024 -0.5924 0.2658 -0.122 0.331 0.029
H -0.0113 0.6296 -0.5916 -0.098 -0.140 -0.483
H 0.7405 -0.8838 -0.5374 0.329 0.047 -0.106
H 1.3121 -0.9264 -3.6237 0.332 -0.681 0.024
H 2.4038 -0.5744 -4.7209 -0.122 -0.458 0.094
O 1.7424 -0.2343 -4.1139 -0.006 1.074 -0.006
H -3.4414 0.9814 -0.6352 0.041 0.098 0.521
H -2.8194 0.2163 -1.7170 0.489 -0.314 -0.361
O -2.6492 0.4599 -0.8021 -0.383 0.078 -0.181
H -0.1788 3.0073 2.8715 -0.046 0.403 0.732
H -0.3032 2.2167 4.2544 0.041 0.757 1.133
O -0.2925 2.1662 3.3166 -0.097 -0.602 -1.678
H -0.0179 2.4653 -2.5962 0.036 0.123 -0.096
H -0.0729 3.0930 -1.1706 -0.009 0.538 -0.126
O -0.1039 2.2758 -1.6600 0.104 -0.754 0.351
H -3.8274 -2.4083 1.4921 1.038 0.533 -1.966
H -3.5350 -1.7976 2.9409 0.424 0.223 -0.662
O -4.0390 -2.3932 2.3881 -1.419 -0.721 2.598
H -0.6186 -0.9048 -4.0239 0.013 0.105 -0.735
H -1.6483 0.1285 -4.6346 0.368 -0.199 -0.356
O -1.3769 -0.3522 -3.8521 -0.628 0.177 1.086
```
Positions in Å, forces in eV/Å.

Results
- Net charge: +1
- Frontier orbital gap: 10.57 eV